DFT (ωB97M-V/def2-TZVPD) results for a gas-phase ion, C4H14NO2Si (charge +1) at a distorted geometry.

HOMO-LUMO gap, eV: 10.33
Charge: +1
Highest occupied orbital energy, eV: -13.512
Energy relative to the best compared isomer or geometry (same formula, charge and spin), kcal per mole: 30.2
SMILES: CC[Si](O)(O)[C@H](C)[NH3+]
Maximum force, eV/Å: 4.510

Cartesian coordinates (Å):
C: 1.246608 2.429627 0.565513
C: -0.729097 -1.110426 1.759139
C: 0.110718 2.112262 -0.410957
C: -0.848784 -1.364955 0.296786
N: 0.004855 -2.581235 -0.016700
O: 1.176785 -0.329509 -1.501030
O: -1.624815 0.155857 -1.832151
Si: -0.174827 0.310007 -1.037536
H: 1.575010 3.479834 0.508132
H: 1.018780 2.212963 1.533972
H: 2.068027 1.810764 0.258238
H: 0.134513 -0.611473 2.036258
H: -1.463317 -0.497906 2.117170
H: -0.826306 -2.025011 2.298072
H: 0.356275 2.675695 -1.320373
H: -0.879225 2.533144 -0.092903
H: -1.854841 -1.557989 -0.143472
H: 0.220169 -2.356741 -1.026410
H: 0.902834 -2.321950 0.503429
H: -0.352595 -3.528685 0.082797
H: 1.936525 -0.184321 -2.078598
H: -1.997291 0.750049 -2.499377

Forces on the atoms, in the same order (eV/Å):
C 0.410 0.536 -2.625
C -0.467 -1.550 -0.963
C -1.235 -0.130 -0.249
C -0.213 1.835 -1.853
N 2.203 2.704 -1.634
O 2.176 -1.596 -1.202
O 0.824 0.273 -0.414
Si -3.464 0.523 2.840
H -0.275 -0.402 -0.054
H -0.694 -0.634 2.749
H 0.821 -0.161 0.112
H 2.189 0.680 0.379
H -2.309 1.629 0.724
H 0.036 -0.790 0.705
H -0.221 -0.216 -0.264
H 0.779 -0.390 -0.149
H 0.666 0.095 0.801
H 0.172 -1.158 1.066
H -1.261 -1.470 -0.830
H 0.022 0.057 0.479
H -0.494 0.249 0.155
H 0.334 -0.085 0.227


DFT (ωB97M-V/def2-TZVPD) results for 3 unconnected molecules or ions with the total composition C3H10OS2 at a distorted geometry.

HOMO-LUMO gap, eV: 4.28
Charge: 0
Highest occupied orbital energy, eV: -8.122
Energy relative to the best compared isomer or geometry (same formula, charge and spin), kcal per mole: 104.5
Maximum force, eV/Å: 1.889

Cartesian coordinates (Å):
C: -0.302626 -0.551338 -1.964142
C: -0.804969 0.789470 -1.454300
S: 0.519733 1.891732 -1.157870
S: -0.973409 -1.508236 0.832007
C: -0.692973 -1.234942 2.560968
H: 0.476652 -0.921334 -1.296156
H: 0.110305 -0.431935 -2.963571
H: -1.115052 -1.259040 -2.014265
H: -1.579813 1.233890 -2.066974
H: -1.245676 0.586774 -0.410488
H: -1.567383 -0.861712 3.080395
H: -0.395729 -2.158244 3.040993
H: 0.141945 -0.547647 2.692732
H: 1.887684 0.672059 0.411133
H: 2.653317 1.097591 1.608806
O: 1.974952 0.460564 1.355375

Forces on the atoms, in the same order (eV/Å):
C 0.111 0.181 -0.253
C 1.857 -0.103 -0.331
S -0.751 0.062 0.007
S -0.300 0.313 -0.243
C 0.072 0.940 0.020
H -0.138 -0.018 -0.251
H 0.040 0.009 -0.085
H -0.271 -0.389 -0.004
H -0.426 0.099 0.222
H -0.061 -0.524 0.897
H -0.232 -0.015 0.035
H 0.071 -0.552 -0.081
H 0.077 0.043 -0.024
H -0.343 -0.248 -0.015
H -0.023 -0.102 0.334
O 0.317 0.303 -0.228


DFT (ωB97M-V/def2-TZVPD) results for a single C4H4O2 molecule at a distorted geometry.

HOMO-LUMO gap, eV: 9.17
Charge: 0
Highest occupied orbital energy, eV: -9.413
Energy relative to the best compared isomer or geometry (same formula, charge and spin), kcal per mole: 88.7
SMILES: O=C[C@@H]1CC1=O
Maximum force, eV/Å: 3.716

Cartesian coordinates (Å):
C: -0.414339 -0.375153 -0.495836
C: -1.696883 -0.721612 0.023545
C: -0.710986 1.123415 -0.454535
C: 0.047987 0.563539 0.689922
O: -2.373710 0.056480 0.655401
O: -1.689168 1.822145 -0.535812
H: 0.018686 -0.893364 -1.253035
H: -2.145638 -1.667648 -0.076982
H: -0.484135 0.325375 1.554852
H: 1.081472 0.756117 0.924619

Forces on the atoms, in the same order (eV/Å):
C -1.156 3.331 1.173
C -2.798 -0.867 0.815
C -0.804 0.699 2.304
C 2.537 0.844 -1.735
O -1.419 -1.451 1.055
O 2.441 0.717 -1.874
H 1.769 -1.556 -1.586
H -0.118 -1.948 -0.690
H -0.854 0.178 1.203
H 0.402 0.052 -0.665


DFT (ωB97M-V/def2-TZVPD) results for 3 unconnected molecules or ions with the total composition C4H8O3 at a distorted geometry.

HOMO-LUMO gap, eV: 9.36
Charge: 0
Highest occupied orbital energy, eV: -8.501
Energy relative to the best compared isomer or geometry (same formula, charge and spin), kcal per mole: 66.8
Maximum force, eV/Å: 1.401

Cartesian coordinates (Å):
C: -1.105875 1.048552 0.349393
C: 0.349965 0.722617 0.308945
O: 1.036491 1.514404 -0.572426
C: 0.947746 -0.211166 1.054804
O: 0.262062 -0.909993 2.025432
C: -0.708631 -2.299944 -0.877632
O: -0.525358 -2.931814 0.051331
H: -1.519439 1.038657 -0.664862
H: -1.636234 0.324344 0.969717
H: -1.262538 2.050230 0.764119
H: 0.100449 0.551807 -2.610356
H: 1.975542 1.285788 -0.538045
H: 2.022914 -0.396218 0.984708
H: 0.304329 -1.852406 1.813657
H: -0.241422 0.065143 -3.058786

Forces on the atoms, in the same order (eV/Å):
C -0.036 -0.016 0.018
C -0.103 -0.232 0.274
O 0.229 -0.027 0.033
C 0.096 0.315 -0.268
O -0.004 -0.201 -0.003
C 0.205 -0.780 1.113
O -0.243 0.703 -1.187
H 0.075 -0.009 0.133
H 0.070 0.114 -0.077
H 0.040 -0.115 -0.062
H -0.041 -0.055 -0.085
H -0.131 0.069 -0.028
H -0.166 0.038 -0.001
H -0.021 0.158 0.124
H 0.028 0.040 0.017


DFT (ωB97M-V/def2-TZVPD) results for 2 unconnected molecules or ions with the total composition C10H10N2O2 at a distorted geometry.

HOMO-LUMO gap, eV: 9.64
Charge: 0
Highest occupied orbital energy, eV: -9.353
Energy relative to the best compared isomer or geometry (same formula, charge and spin), kcal per mole: 78.3
SMILES: O=c1cc[nH]c(=O)[nH]1.c1ccccc1
Maximum force, eV/Å: 6.904

Cartesian coordinates (Å):
C: -2.986489 1.090743 -2.056188
C: -2.494470 0.789161 -0.700276
C: -2.954428 1.738823 0.246750
C: -3.386156 2.989931 -0.252302
C: -3.840934 3.242673 -1.497261
C: -3.649000 2.237888 -2.379414
C: 3.253349 -2.220480 0.353464
C: 3.772077 -0.854304 0.314821
C: 2.884325 0.130405 0.560024
C: 1.145060 -1.413967 1.268359
H: -2.441063 0.561078 -2.888359
H: -1.809083 -0.081575 -0.435491
H: -2.630811 1.801502 1.335760
H: -3.471695 3.736097 0.603157
H: -4.391617 4.295866 -1.520267
H: -4.119820 2.294873 -3.425117
H: 1.811538 -3.339490 1.018195
H: 4.841995 -0.796079 0.071121
H: 2.933781 1.132096 0.411124
H: 0.885733 0.652032 1.204202
N: 1.910913 -2.349505 0.563454
N: 1.450233 -0.099147 1.034231
O: 3.994559 -3.095726 0.003804
O: 0.305818 -1.841909 2.157948

Forces on the atoms, in the same order (eV/Å):
C 3.760 -2.078 1.245
C -1.385 0.965 -0.915
C 2.492 0.638 -0.092
C -0.345 -0.039 4.566
C -1.555 3.445 1.366
C -1.934 -0.305 -3.800
C 1.599 1.956 -1.557
C -1.159 1.082 0.758
C -2.835 -2.522 0.746
C -3.111 -1.543 4.283
H -1.371 0.028 0.821
H -1.327 1.176 -0.547
H -0.549 -0.790 -1.490
H -0.125 -0.611 -1.515
H 1.249 -2.533 -1.084
H 1.116 0.076 1.470
H -0.589 2.264 -1.334
H -0.809 0.518 0.000
H 1.089 2.827 -0.318
H -1.680 1.909 0.851
N -0.798 -3.101 2.453
N 5.463 -3.564 -2.263
O 0.018 -1.788 0.304
O 2.786 1.990 -3.947


DFT (ωB97M-V/def2-TZVPD) results for a molecular structure, C40H40BrN11O4Ti at a distorted geometry.

HOMO-LUMO gap (spin up / spin down), eV: 5.16 / 7.22
Charge: +1
Highest occupied orbital energy (spin up / spin down), eV: -7.826 / -10.245
Energy relative to the best compared isomer or geometry (same formula, charge and spin), kcal per mole: 54.6
<S²>: 0.774
Multiplicity: 2
Maximum force, eV/Å: 2.505

Cartesian coordinates (Å):
Ti: -0.037379 -0.924657 -1.450261
O: -5.291282 -0.451215 0.724094
C: -4.891184 -1.769301 0.666347
C: -5.820343 -2.739478 1.005969
C: -5.454225 -4.075339 0.982004
C: -4.168443 -4.445374 0.610403
C: -3.241247 -3.467982 0.286323
C: -3.587901 -2.124996 0.329529
C: -2.592065 -1.038368 0.027787
O: -1.418742 -1.508737 -0.521606
N: -2.182692 -0.326340 1.239861
N: -1.036918 0.365882 1.052842
C: -0.755764 1.355241 1.800719
C: 0.527487 2.040237 1.704842
Br: 1.945867 0.964890 0.999760
C: 0.810334 3.268539 2.136681
C: -0.170620 4.242699 2.637831
C: 0.232645 5.161980 3.608234
C: -0.658200 6.094071 4.112174
C: -1.963644 6.134572 3.640136
C: -2.367380 5.245948 2.654278
C: -1.478002 4.308438 2.153217
H: -4.898274 0.053911 0.001753
H: -6.822061 -2.430736 1.272503
H: -6.183201 -4.831695 1.241155
H: -3.890192 -5.489966 0.576724
H: -2.234209 -3.736011 -0.006004
H: -3.043064 -0.325067 -0.677618
H: -2.930640 0.120533 1.762447
H: -1.436344 1.709500 2.576959
H: 1.844265 3.592663 2.130325
H: 1.252323 5.136299 3.974027
H: -0.333175 6.794098 4.870267
H: -2.658726 6.866485 4.029375
H: -3.375916 5.288009 2.263188
H: -1.791956 3.652829 1.351886
C: -0.800689 -4.092411 -3.989117
C: -2.160402 -3.898652 -4.332543
C: -2.749131 -2.703498 -4.078492
C: -2.029310 -1.641061 -3.458435
N: -0.708716 -1.857689 -3.104794
C: -0.137518 -3.074064 -3.391228
N: -2.712141 -0.511687 -3.250563
C: -2.209587 0.558132 -2.653066
N: -0.940359 0.646892 -2.118739
C: -0.725249 1.912786 -1.610029
N: 0.457931 2.406794 -1.254770
C: 1.567030 1.725704 -1.539358
C: 2.787309 2.467100 -1.593575
C: 3.915590 1.907545 -2.103896
C: 3.888993 0.554399 -2.525556
C: 2.730038 -0.147579 -2.357486
N: 1.586603 0.387101 -1.852330
C: -1.960633 2.637060 -1.719503
C: -2.318310 3.934716 -1.340639
C: -3.603192 4.352479 -1.607075
C: -4.525887 3.511246 -2.264437
C: -4.174861 2.243188 -2.670916
C: -2.877850 1.801364 -2.388195
H: -0.291438 -5.024248 -4.183430
H: -2.724961 -4.698098 -4.793813
H: -3.782038 -2.502051 -4.320824
H: 0.898122 -3.187105 -3.099447
H: 2.733727 3.506982 -1.303780
H: 4.816197 2.499773 -2.217414
H: 4.741410 0.081911 -2.996639
H: 2.681462 -1.189678 -2.644131
H: -1.599849 4.584190 -0.857948
H: -3.912456 5.349806 -1.321928
H: -5.523293 3.880246 -2.464248
H: -4.870742 1.604172 -3.198884
N: 1.482488 -2.639155 1.784988
C: 2.692387 -2.630398 0.983954
C: 3.764321 -3.668626 1.344269
C: 4.670001 -3.194517 2.485263
C: 5.888457 -2.453665 1.928647
N: 5.516717 -1.410067 0.965793
C: 5.040794 -0.214513 1.290210
N: 4.984957 0.164354 2.566556
N: 4.622669 0.622871 0.340236
C: 2.386144 -2.658271 -0.511491
O: 3.178996 -3.068817 -1.332952
O: 1.230214 -2.134908 -0.828885
H: 1.677945 -2.822610 2.760418
H: 0.813129 -3.325169 1.460024
H: 3.129383 -1.628836 1.098134
H: 4.374068 -3.872173 0.462260
H: 3.266531 -4.606188 1.595707
H: 5.042779 -4.031242 3.077661
H: 4.106928 -2.560073 3.178393
H: 6.517845 -3.152386 1.380323
H: 6.515870 -2.021863 2.710667
H: 5.463550 -1.676417 -0.006056
H: 5.194236 -0.483564 3.304476
H: 4.544866 1.033862 2.818908
H: 4.494553 0.287483 -0.607099
H: 4.035254 1.407602 0.588646

Forces on the atoms, in the same order (eV/Å):
Ti 0.024 -0.594 -0.154
O 0.049 0.005 0.048
C -0.040 0.012 -0.009
C -0.006 0.007 -0.021
C 0.004 0.001 0.001
C -0.002 0.004 -0.004
C 0.025 0.000 0.022
C 0.046 0.039 0.060
C -0.005 0.244 0.165
O -0.638 -0.545 -0.106
N 0.276 -0.071 0.154
N -0.012 0.261 0.032
C -0.116 -0.056 0.128
C 0.042 -0.168 0.181
Br -1.083 -0.017 2.259
C -0.024 -0.029 0.007
C 0.016 0.002 -0.010
C -0.016 -0.015 0.005
C 0.002 0.002 -0.001
C 0.001 0.001 0.003
C 0.001 0.008 0.007
C -0.008 0.014 -0.015
H -0.030 -0.010 -0.021
H -0.001 0.000 -0.002
H 0.003 0.000 0.004
H -0.001 0.000 -0.005
H 0.002 -0.003 0.012
H 0.049 -0.030 -0.055
H 0.034 0.064 -0.050
H 0.013 0.004 -0.020
H 0.010 0.024 -0.024
H 0.002 0.006 0.003
H -0.002 0.002 0.001
H 0.002 0.000 0.000
H 0.004 0.005 0.001
H 0.010 0.002 -0.003
C -0.061 0.035 -0.067
C 0.045 -0.031 -0.001
C 0.062 0.052 -0.069
C 0.005 0.018 -0.056
N -0.270 -0.189 0.026
C 0.159 0.059 -0.109
N -0.057 0.049 0.141
C 0.098 -0.131 0.028
N -0.298 0.630 -0.214
C -0.082 0.006 -0.326
N 0.110 0.014 -0.208
C -0.331 0.291 -1.024
C 0.132 0.058 -0.379
C -0.217 0.327 -0.295
C 0.010 -0.064 -0.248
C -0.172 0.084 -0.106
N 0.322 0.340 -0.214
C 0.058 -0.028 0.011
C -0.003 0.013 -0.023
C 0.000 -0.013 -0.009
C -0.004 0.022 0.007
C 0.023 -0.024 -0.003
C -0.075 0.052 -0.013
H 0.003 0.005 -0.013
H -0.002 0.000 0.004
H 0.004 0.001 -0.007
H 0.001 0.029 0.032
H 0.008 0.006 0.026
H -0.010 -0.035 0.043
H -0.029 0.029 0.013
H 0.016 -0.008 0.012
H 0.002 0.012 -0.013
H -0.002 -0.003 -0.002
H 0.002 0.001 0.004
H 0.001 -0.003 0.006
N -0.043 -0.002 -0.068
C 0.035 -0.053 -0.083
C -0.035 -0.002 0.078
C 0.092 -0.064 -0.024
C -0.171 0.034 -0.022
N 0.359 0.002 0.013
C -0.087 0.224 -0.176
N 0.041 0.020 0.167
N 0.938 -0.486 0.446
C -0.009 -0.005 0.116
O -0.003 0.061 0.062
O 0.380 -0.379 -0.035
H 0.022 0.012 0.004
H -0.003 -0.022 0.011
H -0.096 -0.096 0.082
H -0.028 -0.059 -0.004
H -0.016 0.021 0.058
H -0.009 -0.021 -0.022
H 0.009 0.002 0.004
H 0.011 0.000 0.019
H 0.005 0.026 -0.016
H -0.029 0.019 -0.011
H 0.015 0.026 0.003
H -0.007 -0.048 -0.054
H 0.107 -0.047 -0.043
H 0.443 0.065 -0.048